1.
Density functional theory data (ωB97M-V/def2-TZVPD) for one molecule with the formula C8H18O2.

Last column: Mulliken charge in e.
Geometry (Å):
C  3.278  0.185  -1.144  -1.192
C  2.113  -0.766  -1.390  -0.606
C  0.769  -0.230  -0.888  -0.502
C  0.650  -0.206  0.640  -0.445
O  1.477  0.776  1.227  -0.581
C  -0.799  -0.049  1.167  0.594
C  -1.545  1.194  0.638  -0.639
C  -2.357  1.007  -0.640  -1.184
C  -1.600  -1.345  0.986  -1.065
O  -2.884  -1.283  1.558  -0.524
H  3.399  0.371  -0.081  0.304
H  3.107  1.135  -1.648  0.292
H  4.200  -0.244  -1.529  0.392
H  2.317  -1.723  -0.905  0.338
H  2.027  -0.952  -2.464  0.329
H  0.620  0.780  -1.278  0.259
H  -0.021  -0.871  -1.280  0.316
H  1.040  -1.152  1.036  0.452
H  1.241  1.634  0.856  0.411
H  -0.674  0.099  2.249  0.344
H  -2.237  1.526  1.416  0.380
H  -0.824  2.003  0.494  0.276
H  -1.743  0.678  -1.472  0.248
H  -3.150  0.283  -0.479  0.289
H  -2.816  1.956  -0.912  0.402
H  -1.766  -1.565  -0.069  0.324
H  -1.029  -2.180  1.421  0.446
H  -2.795  -1.061  2.491  0.342

calculated total energy	-466.08371	a.u.
total charge	0
2S+1	1
SMILES string	CCC[C@@H](O)[C@@H](CC)CO

=====

2.
Density functional theory data (ωB97M-V/def2-TZVPD) for a 5-piece molecular cluster, C16H26BF12NO9P overall in a non-equilibrium geometry.

Last column: Mulliken charge in e.
Geometry (Å):
B  3.469  -2.732  -0.825  0.593
P  3.746  -3.815  -2.380  -0.119
N  4.579  -5.305  -1.777  -0.744
O  2.215  -4.404  -2.994  -0.468
H  3.775  -1.603  -0.935  -0.248
H  4.010  -3.234  0.107  -0.310
H  2.299  -2.769  -0.572  -0.358
H  4.326  -5.435  -0.768  0.265
H  5.599  -5.124  -1.907  0.258
H  2.004  -5.191  -2.377  0.271
C  -3.375  -3.025  0.306  -1.104
C  -2.672  -2.415  -0.894  -0.231
O  -2.043  -1.175  -0.532  -0.314
C  -0.829  -1.276  0.099  0.305
O  -0.283  -2.345  0.363  -0.499
C  -0.251  0.109  0.382  0.852
F  -1.171  0.967  0.911  -0.271
F  0.221  0.709  -0.748  -0.270
F  0.790  0.084  1.262  -0.194
H  -4.078  -2.310  0.747  0.301
H  -3.920  -3.928  0.017  0.375
H  -2.659  -3.291  1.091  0.306
H  -3.408  -2.181  -1.670  0.333
H  -1.945  -3.107  -1.332  0.327
C  2.195  -2.221  3.005  -0.626
C  3.396  -3.103  3.302  -0.320
O  3.660  -3.134  4.714  -0.300
C  2.881  -3.986  5.454  0.378
O  1.995  -4.691  4.977  -0.516
C  3.298  -3.959  6.924  0.821
F  3.480  -2.692  7.397  -0.244
F  4.476  -4.614  7.135  -0.250
F  2.384  -4.543  7.749  -0.244
H  2.335  -1.221  3.429  0.294
H  2.038  -2.132  1.927  0.040
H  1.283  -2.631  3.454  0.307
H  4.286  -2.681  2.823  0.287
H  3.261  -4.115  2.908  0.309
C  1.052  2.133  -4.120  -1.132
C  -0.032  3.160  -4.401  -0.156
O  -0.615  2.934  -5.695  -0.308
C  -1.565  1.947  -5.765  0.388
O  -1.917  1.269  -4.803  -0.504
C  -2.135  1.847  -7.179  0.833
F  -1.167  1.866  -8.140  -0.239
F  -2.976  2.881  -7.467  -0.251
F  -2.850  0.705  -7.386  -0.236
H  1.798  2.128  -4.922  0.327
H  1.551  2.348  -3.171  0.370
H  0.634  1.122  -4.069  0.307
H  0.410  4.161  -4.423  0.309
H  -0.801  3.159  -3.622  0.300
C  -2.747  4.040  0.273  -1.041
C  -2.635  4.110  1.787  -0.130
O  -2.477  5.471  2.217  -0.323
C  -3.625  6.218  2.291  0.360
O  -4.739  5.787  2.007  -0.514
C  -3.322  7.623  2.807  0.845
F  -2.237  8.186  2.199  -0.239
F  -3.054  7.632  4.144  -0.245
F  -4.353  8.495  2.619  -0.240
H  -1.892  4.534  -0.201  0.285
H  -2.789  3.001  -0.064  0.299
H  -3.647  4.554  -0.081  0.391
H  -1.741  3.569  2.112  0.238
H  -3.495  3.643  2.278  0.315

calculated total energy	-2921.87004	a.u.
total charge	-1
2S+1	1

=====

3.
Density functional theory data (ωB97M-V/def2-TZVPD) for C19H43BeBrCaF2LiNO8S2Si as an isolated structure in a non-equilibrium geometry.

Last column: Mulliken charge in e.
Geometry (Å):
C  -3.926  4.385  1.378  -1.477
C  -2.886  3.292  1.882  0.779
C  -2.911  1.995  0.995  -0.583
C  -2.444  2.267  -0.494  -0.518
N  -1.000  2.574  -0.531  0.147
Si  0.057  1.230  -0.972  -0.726
C  0.893  1.735  -2.631  -0.544
C  1.732  0.583  -3.304  -0.548
C  3.041  0.215  -2.547  -0.066
O  4.012  1.273  -2.556  -0.565
C  -0.786  -0.474  -1.044  0.126
C  0.189  -1.689  -1.307  0.425
C  -0.215  -2.861  -0.317  -0.843
C  0.893  -4.012  -0.318  0.019
C  1.729  -3.844  1.014  -0.673
O  3.026  -4.483  0.886  -0.386
C  4.001  -3.457  0.827  0.696
C  4.393  -2.823  2.206  -0.840
O  4.486  -3.127  -0.215  -0.532
C  1.371  1.113  0.445  -0.366
S  0.603  1.349  2.118  -0.098
C  1.753  2.474  3.016  -0.346
C  0.936  3.112  4.215  -0.881
H  -4.951  3.978  1.226  0.346
H  -3.982  5.274  2.108  0.372
H  -3.542  4.801  0.372  0.202
H  -3.124  3.091  2.953  0.322
H  -1.878  3.796  1.864  -0.363
H  -2.353  1.153  1.465  0.263
H  -3.999  1.688  0.926  0.422
H  -2.968  3.227  -0.806  0.258
H  -2.780  1.489  -1.216  0.164
H  -0.675  3.078  0.300  -0.067
H  0.028  1.990  -3.310  0.308
H  1.466  2.688  -2.490  0.428
H  2.056  0.966  -4.315  0.488
H  1.082  -0.303  -3.534  0.165
H  3.488  -0.681  -3.070  0.348
H  2.887  -0.093  -1.482  0.013
H  4.800  0.903  -2.123  0.338
H  -1.614  -0.462  -1.807  0.012
H  -1.238  -0.645  -0.023  0.408
H  0.019  -2.055  -2.353  -0.155
H  1.264  -1.482  -1.097  -0.311
H  -0.245  -2.480  0.740  0.327
H  -1.197  -3.315  -0.618  0.199
H  0.355  -5.007  -0.274  0.076
H  1.578  -3.941  -1.201  0.291
H  1.891  -2.767  1.263  0.227
H  1.218  -4.368  1.867  0.268
H  3.469  -2.593  2.806  0.379
H  4.951  -1.874  2.009  0.293
H  5.013  -3.512  2.824  0.295
H  1.729  0.049  0.430  -0.013
H  2.199  1.850  0.326  0.631
H  2.582  1.842  3.412  0.509
H  2.118  3.332  2.400  0.254
H  0.048  3.633  3.766  0.003
H  1.550  3.838  4.800  0.318
H  0.540  2.288  4.858  0.377
Be  -1.060  -5.716  -1.230  0.157
O  -0.435  4.702  1.467  -0.675
S  0.831  5.504  1.192  1.169
O  1.615  4.866  0.139  -0.634
O  1.613  5.649  2.416  -0.675
O  0.332  6.829  0.737  -0.952
Li  -2.396  -7.750  0.324  0.612
C  -2.421  -3.123  -4.285  -0.742
C  -3.589  -2.590  -3.476  -0.307
O  -3.476  -1.180  -3.307  -0.471
H  -1.475  -2.892  -3.790  0.047
H  -2.496  -4.205  -4.415  0.298
H  -2.388  -2.653  -5.271  0.386
H  -3.607  -3.044  -2.484  0.227
H  -4.539  -2.809  -3.974  0.330
H  -3.470  -0.780  -4.184  0.288
Br  -2.922  -7.399  3.118  -0.140
Ca  -2.285  6.218  0.961  1.492
F  -2.201  -7.666  5.652  -0.408
F  3.637  -2.165  4.670  -0.600

calculated total energy	-5965.50658	a.u.
total charge	0
2S+1	1

=====

4.
Density functional theory data (ωB97M-V/def2-TZVPD) for an isolated ion of composition C3H6Cl2OP and charge +1 in a non-equilibrium geometry.

Last column: Mulliken charge in e.
Geometry (Å):
C  0.597  1.032  0.230  -0.298
C  1.564  -0.007  -0.251  -0.014
C  2.596  -0.416  0.464  -0.783
O  -2.658  -1.556  -0.702  -0.353
P  -2.513  -0.534  0.470  0.616
Cl  -0.989  0.900  -0.605  0.004
Cl  -4.109  0.637  0.249  -0.085
H  0.940  2.040  -0.020  0.354
H  0.408  0.966  1.300  0.359
H  1.407  -0.357  -1.261  0.301
H  2.790  -0.070  1.466  0.257
H  3.297  -1.123  0.058  0.266
H  -3.330  -1.513  -1.397  0.376

calculated total energy	-1454.61638	a.u.
total charge	+1
2S+1	1

=====

5.
Density functional theory data (ωB97M-V/def2-TZVPD) for one molecule with the formula C18H27F3N2O.

Last column: Mulliken charge in e.
Geometry (Å):
C  4.426  0.372  2.087  -1.555
C  4.160  -0.460  0.836  1.231
C  5.074  -1.682  0.809  -1.719
C  2.688  -0.900  0.775  -1.229
N  1.820  0.209  0.397  0.436
C  0.546  0.257  1.096  -1.320
C  -0.481  -0.736  0.550  -0.485
N  -0.682  -0.467  -0.863  0.547
C  -1.766  -1.255  -1.418  -1.237
C  -3.094  -0.800  -0.880  0.759
C  -3.344  0.560  -0.731  -0.048
C  -4.559  1.005  -0.249  -0.871
C  -5.543  0.081  0.081  0.293
C  -6.856  0.554  0.634  0.930
F  -7.206  1.770  0.186  -0.268
F  -7.875  -0.268  0.339  -0.273
F  -6.833  0.647  1.981  -0.258
C  -5.307  -1.279  -0.061  -0.817
C  -4.084  -1.712  -0.539  -0.797
C  0.567  -0.656  -1.573  -1.498
C  1.633  0.324  -1.049  0.457
C  1.283  1.761  -1.463  -0.742
C  2.349  2.767  -1.025  -0.684
O  2.404  2.935  0.365  -0.629
H  5.452  0.735  2.088  0.398
H  3.762  1.231  2.133  0.346
H  4.276  -0.231  2.980  0.341
H  4.372  0.156  -0.044  0.030
H  6.116  -1.377  0.867  0.436
H  4.861  -2.333  1.654  0.338
H  4.936  -2.253  -0.107  0.411
H  2.596  -1.745  0.078  0.118
H  2.393  -1.260  1.764  0.556
H  0.140  1.266  0.994  0.323
H  0.721  0.071  2.158  0.556
H  -0.133  -1.773  0.714  0.226
H  -1.431  -0.607  1.073  0.506
H  -1.633  -2.337  -1.229  0.316
H  -1.765  -1.106  -2.504  0.410
H  -2.568  1.262  -0.990  0.403
H  -4.751  2.061  -0.133  0.433
H  -6.077  -1.990  0.199  0.416
H  -3.900  -2.771  -0.648  0.375
H  0.934  -1.695  -1.466  0.255
H  0.401  -0.469  -2.637  0.545
H  2.589  0.066  -1.519  0.475
H  1.198  1.793  -2.551  0.432
H  0.320  2.043  -1.041  0.088
H  2.128  3.753  -1.446  0.479
H  3.331  2.445  -1.410  0.238
H  2.415  2.037  0.739  0.328

calculated total energy	-1186.45527	a.u.
total charge	0
2S+1	1
SMILES string	CC(C)CN1CCN(Cc2ccc(C(F)(F)F)cc2)C[C@H]1CCO

=====

6.
Density functional theory data (ωB97M-V/def2-TZVPD) for a 2-piece molecular cluster, CH6N2O2 overall in a non-equilibrium geometry.

Last column: Mulliken charge in e.
Geometry (Å):
N  1.568  -0.049  0.119  -0.392
C  1.212  -0.194  -1.214  0.561
N  0.099  -1.009  -1.430  -0.489
O  1.869  0.314  -2.098  -0.601
H  0.939  -0.320  0.859  0.203
H  2.380  0.517  0.240  0.220
H  -0.056  -0.994  -2.413  0.260
H  -0.658  -0.815  -0.791  0.235
O  -2.122  0.759  2.078  -0.641
H  -2.661  0.158  2.593  0.321
H  -2.572  1.633  2.056  0.324

calculated total energy	-301.72368	a.u.
total charge	0
2S+1	1
SMILES string	NC(N)=O.O

=====

Number 1: HOMO -9.841 eV. Number 2: HOMO -3.262 eV. Number 3: HOMO -7.444 eV. Number 4: HOMO -13.999 eV. Number 5: HOMO -8.542 eV. Number 6: HOMO -9.803 eV.